A single C2H10N4O4Si2 molecule at a distorted geometry. Source: OMol25; level of theory: ωB97M-V/def2-TZVPD.

Properties
SMILES: CN([N+](=O)[O-])[Si@@H](C)O/[N+]([O-])=N/[SiH3]
charge: 0

Each line ends with the Mulliken charge.
Cartesian coordinates (Å):
C -2.473 -1.098 1.007  -0.91
N -1.238 -0.444 1.002  0.25
N -0.935 0.353 1.958  1.00
O -1.661 0.667 2.887  -0.70
O 0.139 0.888 1.816  -0.66
Si 0.241 -0.952 0.071  0.32
C 0.060 -2.165 -1.412  -1.09
O 0.718 0.347 -0.823  -0.28
N 0.697 1.762 -0.533  1.16
O -0.267 2.271 -0.950  -0.63
N 1.818 2.118 -0.218  -0.39
Si 2.236 3.786 0.199  0.33
H -3.014 -0.868 2.013  0.34
H -3.092 -1.123 0.058  0.30
H -2.303 -2.137 1.165  0.34
H 0.945 -1.675 1.141  -0.12
H -0.076 -3.161 -1.020  0.33
H -0.725 -1.966 -2.136  0.32
H 0.965 -1.973 -1.839  0.33
H 3.171 3.665 1.313  -0.08
H 2.849 4.425 -0.963  -0.10
H 0.974 4.448 0.207  -0.08

11 unconnected molecules or ions with the total composition C33H79F9N2O31P6 at a distorted geometry. Source: OMol25; level of theory: ωB97M-V/def2-TZVPD.

Properties
charge: 0

Each line ends with the Mulliken charge.
Cartesian coordinates (Å):
C -7.707 12.377 11.713  -0.92
N -8.796 13.488 11.973  -0.13
C -8.256 14.858 11.447  -0.93
C -10.066 13.186 11.127  -0.96
C -9.136 13.651 13.441  -0.35
C -9.308 12.262 14.264  -0.80
O -10.034 11.263 13.568  -0.48
H -8.113 11.405 11.993  0.37
H -6.824 12.560 12.325  0.40
H -7.443 12.458 10.658  0.45
H -8.213 14.824 10.358  0.37
H -7.332 15.040 11.996  0.45
H -8.998 15.628 11.658  0.41
H -9.742 13.200 10.087  0.44
H -10.913 13.851 11.296  0.38
H -10.318 12.153 11.366  0.40
H -10.156 14.032 13.410  0.30
H -8.432 14.390 13.823  0.45
H -9.847 12.392 15.202  0.48
H -8.319 11.907 14.554  0.33
H -10.951 11.460 13.774  0.34
P -1.614 13.871 9.828  1.19
F -1.019 13.853 8.259  -0.38
F -0.216 13.156 10.250  -0.37
F -0.955 15.298 10.092  -0.34
F -2.068 13.868 11.396  -0.38
F -3.041 14.542 9.458  -0.36
F -2.227 12.360 9.719  -0.37
C 0.041 21.790 16.040  -1.37
C 0.091 22.628 14.723  0.47
C 0.518 21.721 13.473  -0.69
O 1.875 21.295 13.693  -0.29
C 2.481 20.663 12.570  -0.73
N -1.167 23.365 14.571  -0.72
H -0.190 22.449 16.877  0.39
H 1.019 21.347 16.228  0.35
H -0.541 20.883 15.875  0.29
H 0.810 23.437 14.856  0.27
H 0.338 22.241 12.532  0.39
H -0.045 20.792 13.388  0.29
H 3.489 20.336 12.824  0.26
H 2.613 21.328 11.716  0.31
H 1.848 19.840 12.240  0.28
H -1.294 23.937 15.393  0.27
H -1.964 22.745 14.587  0.24
C -5.918 10.138 5.444  -0.62
O -6.881 9.260 5.041  -0.28
P -8.414 9.129 5.689  1.00
O -8.624 9.255 7.146  -0.63
O -9.232 10.266 4.857  -0.30
C -10.542 10.562 5.225  -0.68
O -8.951 7.688 5.026  -0.32
C -8.686 6.483 5.714  -0.66
H -5.011 9.616 5.750  0.26
H -6.244 10.660 6.344  0.27
H -5.677 10.876 4.679  0.27
H -10.583 11.633 5.422  0.24
H -10.941 9.840 5.939  0.33
H -11.127 10.389 4.322  0.27
H -8.519 5.591 5.109  0.30
H -9.500 6.165 6.365  0.27
H -7.782 6.477 6.323  0.28
C 5.659 14.468 4.635  -0.66
O 6.196 15.742 4.859  -0.29
P 5.365 17.113 4.577  1.04
O 4.587 17.138 3.343  -0.67
O 4.472 17.336 5.936  -0.24
C 3.667 18.484 6.081  -0.72
O 6.631 18.207 4.529  -0.33
C 7.412 18.416 5.713  -0.56
H 4.712 14.553 4.102  0.30
H 5.633 13.887 5.557  0.25
H 6.334 13.986 3.927  0.25
H 3.196 18.686 5.119  0.33
H 4.217 19.359 6.425  0.25
H 2.769 18.317 6.677  0.29
H 6.798 18.873 6.489  0.22
H 8.304 18.969 5.420  0.25
H 7.752 17.497 6.191  0.28
C -4.899 22.279 3.827  -0.67
O -3.919 21.533 4.540  -0.25
P -3.333 22.145 5.953  1.03
O -2.489 23.388 5.876  -0.68
O -4.647 22.237 6.969  -0.31
C -4.416 22.196 8.351  -0.76
O -2.515 20.800 6.539  -0.28
C -3.292 19.568 6.555  -0.64
H -5.644 21.587 3.434  0.26
H -4.353 22.852 3.078  0.25
H -5.462 22.964 4.461  0.31
H -4.632 21.308 8.944  0.26
H -5.097 22.898 8.832  0.29
H -3.412 22.529 8.614  0.36
H -3.962 19.557 5.695  0.28
H -3.875 19.396 7.460  0.22
H -2.637 18.758 6.235  0.33
C -6.847 23.150 14.986  -0.79
O -6.028 21.953 15.067  -0.19
P -6.457 20.490 15.574  0.87
O -7.621 19.786 14.927  -0.70
O -4.986 19.803 15.477  -0.20
C -4.730 18.445 15.870  -0.73
O -6.709 20.730 17.171  -0.28
C -5.807 21.441 17.958  -0.59
H -6.656 23.986 15.659  0.30
H -7.914 22.948 15.081  0.34
H -6.853 23.618 14.001  0.32
H -3.836 18.432 16.494  0.28
H -4.574 17.797 15.007  0.29
H -5.473 18.023 16.547  0.32
H -4.751 21.200 17.830  0.28
H -6.029 21.230 19.004  0.28
H -5.955 22.517 17.870  0.21
C -7.861 5.020 11.935  -0.61
O -6.712 4.467 11.213  -0.27
P -5.197 4.494 11.885  1.07
O -5.001 5.345 13.072  -0.65
O -4.888 2.891 12.183  -0.38
C -5.002 1.867 11.268  -0.63
O -4.207 4.931 10.641  -0.31
C -4.134 6.314 10.241  -0.58
H -8.515 5.454 11.179  0.22
H -7.439 5.741 12.637  0.29
H -8.396 4.311 12.566  0.28
H -3.991 1.479 11.144  0.26
H -5.523 2.191 10.367  0.29
H -5.675 1.080 11.609  0.27
H -3.235 6.719 10.707  0.26
H -5.010 6.887 10.544  0.26
H -4.018 6.485 9.171  0.25
C -0.271 15.334 2.022  -0.48
C -0.087 14.154 1.016  0.27
O -1.222 14.336 0.230  -0.29
C -2.102 15.200 0.823  0.61
O -3.279 15.487 0.430  -0.57
O -1.664 15.525 2.094  -0.26
F -0.255 12.962 1.658  -0.28
H 0.157 16.206 1.528  0.31
H 0.246 15.209 2.974  0.37
H 0.869 14.219 0.497  0.32
C 2.585 15.206 14.279  -0.36
C 1.414 15.982 14.735  0.43
O 1.889 16.846 15.712  -0.33
C 3.165 16.499 16.051  0.67
O 3.787 16.912 17.043  -0.56
O 3.643 15.584 15.170  -0.32
F 0.594 15.112 15.385  -0.31
H 2.839 15.519 13.266  0.27
H 2.409 14.131 14.272  0.26
H 0.877 16.581 14.000  0.25
C -3.332 9.874 15.743  -0.38
C -2.503 9.267 16.858  0.27
O -3.112 9.802 17.961  -0.30
C -3.623 11.007 17.620  0.69
O -3.855 11.898 18.451  -0.58
O -3.707 11.099 16.324  -0.30
F -1.210 9.489 16.624  -0.28
H -4.236 9.359 15.418  0.27
H -2.719 10.027 14.855  0.29
H -2.736 8.202 16.870  0.32

A molecular structure, C40H46AlN2O8S3Sb at a distorted geometry. Source: OMol25; level of theory: ωB97M-V/def2-TZVPD.

Properties
charge: 0

Each line ends with the Mulliken charge.
Cartesian coordinates (Å):
Al 0.513 -0.295 0.519  -0.32
C -1.354 3.001 7.466  -1.43
C -1.120 2.949 5.978  1.15
C 0.045 3.463 5.416  -0.97
C 0.274 3.390 4.051  -0.50
C -0.683 2.793 3.242  -0.49
C -1.860 2.283 3.777  -0.35
C -2.071 2.371 5.140  -0.96
S -0.365 2.617 1.530  1.46
O 0.181 1.232 1.416  0.72
O 0.654 3.587 1.218  -0.71
O -1.590 2.711 0.753  -0.74
H -0.500 3.431 7.987  0.34
H -1.531 2.000 7.861  0.34
H -2.233 3.605 7.701  0.33
H 0.784 3.930 6.058  0.30
H 1.171 3.796 3.604  0.51
H -2.588 1.811 3.130  0.45
H -2.984 1.971 5.565  0.37
C -3.016 -7.042 1.067  -1.46
C -1.571 -6.699 1.325  0.87
C -0.872 -5.870 0.454  -0.72
C 0.453 -5.536 0.693  -0.24
C 1.081 -6.038 1.824  0.16
C 0.407 -6.875 2.707  -0.60
C -0.914 -7.198 2.450  -0.70
S 2.736 -5.565 2.179  1.11
O 3.392 -6.660 2.828  -0.73
O 3.263 -4.971 0.983  -0.62
N 2.656 -4.373 3.292  -0.22
C 1.907 -3.144 2.962  -0.50
C 0.460 -3.126 3.441  0.27
C -0.274 -1.873 2.994  0.19
O -1.188 -1.409 3.643  -0.70
O 0.155 -1.412 1.856  -0.23
H -3.242 -7.015 0.002  0.37
H -3.672 -6.324 1.563  0.28
H -3.260 -8.033 1.449  0.39
H -1.370 -5.480 -0.426  0.37
H 1.000 -4.891 0.018  0.51
H 0.921 -7.270 3.574  0.44
H -1.447 -7.852 3.131  0.38
H 2.484 -4.747 4.218  0.36
H 1.949 -3.028 1.882  0.07
H 2.443 -2.298 3.393  0.36
H 0.403 -3.184 4.529  0.41
H -0.097 -3.973 3.033  -0.16
C 4.392 -2.140 0.108  -1.25
N 4.520 -0.787 0.666  0.26
C 5.885 -0.363 0.967  -1.15
C 3.456 -0.022 0.849  0.75
C 3.550 1.404 1.290  -0.70
O 2.316 -0.504 0.627  0.19
H 5.113 -2.253 -0.701  0.51
H 3.394 -2.295 -0.279  0.19
H 4.593 -2.889 0.873  0.47
H 6.462 -1.253 1.209  0.38
H 5.915 0.300 1.825  0.41
H 6.344 0.130 0.109  0.35
H 4.540 1.729 1.589  0.58
H 2.832 1.565 2.094  0.02
H 3.195 2.012 0.452  0.09
S 1.465 1.711 -1.591  -0.88
Sb -0.311 3.114 -1.810  1.81
C -0.002 3.967 -3.753  0.25
C 1.176 3.788 -4.467  -0.53
C 1.349 4.403 -5.705  -0.49
C 0.342 5.194 -6.234  -0.46
C -0.845 5.372 -5.529  -0.67
C -1.015 4.763 -4.294  -0.50
C -0.656 5.047 -1.018  0.77
C 0.430 5.916 -1.052  -0.59
C 0.289 7.209 -0.574  -0.65
C -0.936 7.636 -0.075  -0.51
C -2.018 6.769 -0.055  -0.70
C -1.880 5.466 -0.520  -0.23
C -2.070 2.088 -2.357  0.82
C -1.956 1.308 -3.504  -0.47
C -3.067 0.635 -3.992  -0.69
C -4.292 0.755 -3.347  -0.49
C -4.403 1.533 -2.204  -0.84
C -3.290 2.193 -1.698  -0.29
H 1.958 3.160 -4.053  0.36
H 2.272 4.262 -6.254  0.41
H 0.477 5.676 -7.194  0.36
H -1.635 5.987 -5.942  0.40
H -1.944 4.909 -3.753  0.28
H 1.385 5.585 -1.442  0.41
H 1.137 7.883 -0.588  0.40
H -1.045 8.646 0.302  0.38
H -2.974 7.101 0.332  0.44
H -2.722 4.790 -0.478  0.18
H -1.005 1.226 -4.018  0.39
H -2.975 0.018 -4.877  0.41
H -5.160 0.236 -3.734  0.38
H -5.357 1.624 -1.699  0.40
H -3.368 2.757 -0.781  0.21
C -0.537 -1.015 -0.937  -1.25
H -0.121 -0.882 -1.936  0.30
H -1.532 -0.559 -0.934  0.27
H -0.685 -2.089 -0.773  0.38

2 unconnected molecules or ions with the total composition H3N2PS at a distorted geometry. Source: OMol25; level of theory: ωB97M-V/def2-TZVPD.

Properties
charge: 0

Each line ends with the Mulliken charge.
Cartesian coordinates (Å):
N -0.130 0.363 -0.426  -0.36
N -1.124 -0.357 -0.513  -0.01
P 1.851 -0.841 0.234  -0.01
S 3.274 0.526 -0.107  -0.26
H -0.980 -1.325 -0.692  0.25
H -1.987 0.118 -0.265  0.26
H 3.024 1.392 0.833  0.14

no.,orbital gap (eV),HOMO (eV)
1,10.654,-10.20
2,8.023,-9.06
3,8.583,-8.31
4,6.804,-7.08